244
Properties=species:S:1:pos:R:3:lowdin_charge:R:1 method="wB97M-V/def2-TZVPD" total_charge=+2 spin_multiplicity=1 homo_energy_ev=-8.782
N 15.96 14.22 12.26 -0.208
C 20.97 16.92 17.12 -0.062
N 15.34 25.62 19.21 0.166
C 13.00 25.43 20.19 0.014
O 20.02 21.02 15.01 -0.128
H 24.25 14.58 16.88 0.124
C 14.31 27.07 8.24 -0.038
C 16.23 15.62 12.90 -0.097
H 9.60 28.68 16.39 0.076
H 16.48 21.33 17.10 0.070
H 21.77 23.20 16.82 0.068
H 15.04 15.51 14.77 0.107
H 12.59 24.83 19.38 0.051
H 15.20 27.49 11.61 0.105
C 9.49 18.74 14.87 0.035
H 9.54 19.66 17.63 0.105
C 14.48 18.61 8.63 -0.030
N 22.19 17.28 16.14 -0.202
H 12.06 25.81 20.60 0.093
C 15.67 21.06 15.09 -0.188
H 18.30 27.17 18.42 0.109
C 21.60 22.32 16.20 -0.024
C 23.13 18.41 16.67 -0.107
C 17.26 11.97 10.72 -0.206
H 14.37 21.49 12.88 0.094
C 18.19 26.15 8.08 -0.072
H 11.06 27.55 11.11 0.108
C 16.65 11.76 12.09 -0.188
H 17.64 25.85 8.97 0.045
H 15.19 28.25 20.39 0.079
H 16.69 15.20 15.01 0.101
C 20.98 23.15 11.65 -0.040
C 17.07 25.00 17.48 0.006
H 17.28 15.71 12.64 0.127
C 14.59 22.65 10.87 -0.142
C 20.67 28.52 10.80 0.040
C 9.76 21.02 15.86 -0.115
C 19.15 27.35 8.30 -0.188
O 11.75 24.56 16.99 -0.041
H 11.99 19.40 15.28 0.123
H 15.90 17.20 15.86 0.073
C 17.37 27.05 18.96 0.007
C 16.33 26.21 18.19 -0.417
H 13.97 13.78 13.10 0.100
H 9.64 19.40 11.79 0.115
C 18.56 28.23 9.43 -0.125
H 15.68 11.28 12.00 0.118
H 10.53 22.48 18.20 0.043
O 15.15 29.18 7.24 -0.077
N 19.51 29.26 10.07 -0.250
C 9.92 21.58 18.31 -0.083
H 22.49 17.81 14.01 0.112
H 17.57 26.60 19.93 0.099
H 17.64 21.75 14.35 0.091
H 21.10 29.31 11.41 0.093
H 13.05 26.59 17.91 0.100
C 13.58 27.28 18.57 -0.127
H 22.80 15.19 17.75 0.103
C 16.18 17.31 14.81 -0.081
H 21.81 22.49 11.90 0.070
H 15.63 16.30 12.30 0.103
C 13.18 22.82 17.58 -0.051
H 21.90 21.47 16.82 0.032
C 14.64 28.61 8.24 -0.794
C 18.80 29.99 11.24 -0.092
H 10.47 27.61 17.35 0.073
H 20.28 27.70 11.41 0.095
H 15.97 20.06 12.43 0.063
H 10.76 26.89 15.04 0.108
H 18.32 12.18 10.86 0.117
H 15.05 29.77 12.05 0.098
H 19.49 18.29 16.16 0.080
H 18.29 16.88 17.95 0.064
H 12.78 26.01 12.17 0.127
H 22.57 19.29 16.96 0.118
C 14.83 22.36 12.41 -0.076
H 14.08 14.93 11.69 0.096
C 23.74 17.92 17.90 -0.165
H 11.85 20.04 10.98 0.121
H 23.10 17.78 18.77 0.116
C 17.28 23.29 12.26 -0.073
H 21.37 16.72 18.12 0.105
H 17.94 25.25 16.87 0.100
H 8.68 21.04 15.70 0.128
O 19.18 22.74 16.05 -0.068
H 13.54 22.94 10.84 0.104
C 15.14 27.75 12.67 -0.167
H 13.25 24.75 21.00 0.078
H 19.22 32.03 7.89 0.111
H 16.08 12.82 13.84 0.126
O 14.27 29.23 9.25 -0.101
C 19.92 18.09 17.14 -0.201
C 13.01 29.11 12.19 -0.050
C 16.61 22.10 14.32 -0.092
H 10.11 22.02 15.62 0.129
H 16.82 30.42 10.25 0.102
H 14.49 23.31 12.82 0.114
H 13.26 27.04 8.52 0.045
H 17.18 17.72 14.79 0.075
C 14.67 27.40 20.82 -0.015
H 17.78 24.28 10.50 0.092
H 17.35 11.01 10.22 0.120
H 14.66 25.81 13.64 0.095
C 12.02 19.41 13.14 -0.154
C 14.19 26.49 19.76 -0.372
H 15.36 18.45 8.00 0.078
H 20.11 26.97 8.66 0.094
H 23.89 18.62 15.91 0.152
C 12.72 23.87 16.69 -0.822
H 12.11 21.03 14.52 0.134
H 14.15 27.24 14.54 0.083
C 11.86 28.68 14.30 -0.120
C 16.70 13.01 12.96 -0.064
H 18.59 29.25 12.02 0.122
H 16.41 24.38 16.87 0.071
H 15.50 23.68 9.24 0.120
H 15.76 19.80 16.78 0.056
C 24.52 16.56 17.57 -0.152
H 12.77 28.94 11.13 0.100
C 10.86 27.90 12.12 0.025
O 15.68 24.45 19.94 0.152
H 20.35 22.65 10.93 0.061
C 16.52 13.07 9.94 -0.153
H 21.35 28.21 10.00 0.109
H 25.09 16.24 18.45 0.114
H 13.73 17.94 8.21 0.071
H 20.89 17.16 14.37 0.105
C 21.70 17.77 14.76 0.006
H 12.74 29.24 14.61 0.111
H 11.79 18.36 12.92 0.121
H 11.93 21.38 12.10 0.099
C 15.61 27.01 17.15 -0.131
C 9.48 20.86 13.38 -0.051
H 17.68 28.70 8.99 0.117
H 17.33 32.60 9.34 0.121
H 9.70 21.13 11.25 0.124
C 14.52 29.14 12.76 -0.128
H 20.28 19.10 17.36 0.102
H 8.91 21.97 18.49 0.087
C 16.74 20.79 12.16 0.049
H 17.45 26.42 7.33 0.074
H 10.16 27.25 12.65 0.099
C 11.57 20.36 11.98 -0.172
H 18.30 23.11 12.58 0.111
H 17.37 20.04 16.15 0.060
H 19.33 17.52 19.18 0.068
H 16.19 27.73 12.98 0.105
H 10.27 21.13 19.23 0.080
C 12.78 26.58 13.10 -0.055
H 21.32 18.77 14.95 0.077
H 12.18 27.15 15.82 0.074
H 17.59 14.52 10.83 0.131
H 9.69 21.91 13.53 0.127
O 15.75 18.38 10.54 -0.042
H 20.51 15.98 16.80 0.130
H 14.86 26.41 8.91 0.029
C 18.16 32.03 9.77 -0.154
H 13.02 21.87 17.07 0.064
C 21.29 24.48 11.01 -0.824
C 19.99 30.29 9.02 -0.052
H 19.61 30.57 11.69 0.117
H 14.30 26.74 7.20 0.061
H 16.48 23.08 14.77 0.119
C 22.92 15.96 15.78 -0.107
H 18.88 32.65 10.30 0.113
H 14.73 21.56 15.32 0.071
H 20.79 30.79 9.57 0.127
H 18.81 25.33 7.69 0.082
H 13.10 19.30 13.04 0.099
N 16.32 22.18 12.82 -0.190
H 16.32 27.63 16.60 0.137
H 12.93 28.08 18.92 0.131
H 15.22 26.26 16.46 0.102
H 18.24 18.67 18.44 0.071
O 20.39 25.25 10.75 -0.066
H 17.57 22.63 10.18 0.113
H 19.21 27.92 7.37 0.110
H 15.08 28.87 18.26 0.105
H 15.45 24.60 10.84 0.093
C 18.83 17.78 18.25 -0.071
C 17.11 23.45 10.74 -0.160
C 14.70 18.12 10.01 -0.873
H 17.12 28.10 19.13 0.083
H 9.59 18.18 13.94 0.101
C 11.65 20.05 14.47 -0.097
H 8.43 20.59 13.44 0.126
H 14.25 13.09 11.57 0.092
C 18.83 31.28 8.57 -0.129
H 14.75 21.71 10.34 0.096
H 17.45 24.37 18.29 0.081
H 15.52 12.70 9.68 0.114
C 14.59 28.07 17.70 -0.124
H 14.25 22.91 17.80 0.072
H 14.63 29.49 13.79 0.099
H 10.39 28.89 12.08 0.104
C 10.16 20.48 17.25 -0.204
H 17.05 13.15 8.99 0.128
H 8.44 18.81 15.17 0.110
H 15.33 20.24 14.45 0.060
H 18.18 30.70 7.91 0.112
H 22.23 15.30 15.26 0.130
H 17.13 10.88 12.53 0.124
H 12.21 25.97 13.79 0.109
C 16.43 20.54 16.35 -0.080
C 14.24 26.81 13.54 -0.153
H 11.05 29.39 14.12 0.130
H 16.99 24.24 12.69 0.126
H 16.61 20.83 11.07 0.079
H 17.28 31.41 11.58 0.106
C 10.63 28.39 16.60 -0.091
N 10.13 20.13 14.66 -0.230
C 11.35 27.74 15.42 -0.227
O 22.51 24.74 10.82 -0.087
H 25.28 16.70 16.81 0.116
H 23.67 16.30 15.06 0.125
H 16.12 15.16 10.23 0.138
C 16.52 14.33 10.81 -0.098
N 12.16 28.04 12.95 -0.207
H 20.32 29.69 8.16 0.120
O 13.86 17.40 10.58 -0.098
H 20.32 23.20 12.52 0.042
H 12.60 22.73 18.50 0.064
H 13.89 27.97 21.34 0.114
H 18.20 27.68 10.29 0.123
H 12.56 30.11 12.24 0.132
H 22.33 22.19 15.40 0.073
H 14.05 28.53 16.86 0.098
C 17.68 30.92 10.70 -0.178
H 17.73 20.42 12.42 0.117
H 9.93 18.23 15.72 0.101
O 13.59 24.17 15.82 -0.098
C 14.44 14.00 12.14 0.043
C 23.61 15.44 17.06 -0.158
C 10.03 20.40 11.99 -0.150
H 24.39 18.72 18.26 0.129
C 15.63 23.66 10.32 -0.157
H 15.48 17.93 14.25 0.068
H 11.08 29.21 17.16 0.075
H 15.29 26.97 21.61 0.106
H 14.18 19.66 8.62 0.067
H 11.15 20.03 17.24 0.099
H 17.71 13.37 13.16 0.135
C 16.02 15.82 14.41 -0.221
C 20.16 22.06 15.73 -0.754

---

12
Properties=species:S:1:pos:R:3:nbo_charge:R:1 method="wB97M-V/def2-TZVPD" total_charge=+1 e_above_lowest_kcal_mol=0.0 spin_multiplicity=2 homo_energy_ev="-10.664 / -13.183"
Ga -3.83 1.44 -0.36 0.969
O -2.76 -1.88 0.09 -0.437
H 0.73 -1.14 0.99 0.209
C -1.73 -1.41 -0.19 0.699
O 2.66 0.47 0.26 -0.683
H 2.57 -0.30 0.93 0.466
C 1.31 0.85 0.05 -0.115
H 1.13 1.22 -0.98 0.184
C -0.72 -0.57 -0.48 -0.560
C 0.42 -0.32 0.33 -0.171
H -0.89 -0.01 -1.41 0.258
H 1.13 1.66 0.77 0.183

---

15
Properties=species:S:1:pos:R:3:nbo_charge:R:1 method="wB97M-V/def2-TZVPD" e_above_lowest_kcal_mol=39.7 spin_multiplicity=1 homo_energy_ev=-8.204 smiles="C1=Nc2nccn2NC1"
H 2.09 -2.47 -0.40 0.201
H -3.51 0.79 0.17 0.209
H 1.36 0.08 1.29 0.195
N -2.09 -0.76 0.19 -0.416
H 2.83 -0.18 0.28 0.224
C -0.75 -0.77 0.06 0.368
H -1.22 2.33 -0.23 0.202
N 1.01 0.73 -0.63 -0.399
C -2.46 0.51 0.19 -0.059
C -1.35 1.31 -0.23 -0.122
C 1.79 -0.25 0.26 -0.314
N 0.04 -1.84 -0.18 -0.372
C 1.30 -1.62 -0.13 0.093
H 1.23 1.66 -0.43 0.366
N -0.28 0.48 -0.21 -0.176

---

15
Properties=species:S:1:pos:R:3:nbo_charge:R:1 method="wB97M-V/def2-TZVPD" e_above_lowest_kcal_mol=6.9 spin_multiplicity=1 homo_energy_ev=-9.739 smiles="CC(C)C(N)=O"
C -0.32 0.12 -0.27 -0.323
C 1.13 0.47 0.03 0.690
O 1.47 1.42 0.70 -0.587
H -1.27 1.25 1.32 0.217
C -1.30 1.18 0.22 -0.597
H -1.33 -1.18 1.18 0.211
H -1.20 -1.85 -0.45 0.211
C -0.67 -1.27 0.30 -0.605
H -2.31 0.90 -0.07 0.206
H 0.22 -1.83 0.60 0.227
H -0.37 0.06 -1.37 0.208
H 2.01 -0.71 -1.44 0.390
N 2.04 -0.46 -0.46 -0.861
H 2.97 -0.27 -0.12 0.392
H -1.08 2.18 -0.17 0.221

---

87
Properties=species:S:1:pos:R:3:lowdin_spin:R:1 method="wB97M-V/def2-TZVPD" total_charge=+3 e_above_lowest_kcal_mol=14.6 spin_multiplicity=5 homo_energy_ev="-14.168 / -16.311"
C 3.32 -0.04 -3.51 0.002
C -5.51 0.36 0.37 0.002
H 0.94 -4.61 0.25 0.016
N 0.63 -6.68 0.29 0.649
H 3.26 -2.63 -0.98 0.001
C -1.12 -5.26 -0.07 0.059
C 2.83 4.02 -1.03 0.114
N -4.98 -1.87 -0.43 0.009
O -0.78 -2.92 -0.12 0.065
C 2.98 -0.01 -2.17 0.003
H -5.21 1.19 -0.27 0.000
H 4.15 -4.75 2.63 0.001
H -4.84 4.80 -0.35 0.000
H -5.94 -2.00 -0.68 0.000
H -6.54 0.08 0.15 0.000
C 1.92 0.89 0.77 0.038
H 3.89 5.68 -1.82 -0.002
H -3.01 -6.23 -0.30 0.002
C 1.30 -1.24 -4.03 0.002
H -2.19 1.14 4.72 0.000
H 2.19 3.93 -1.91 0.004
C -4.55 -0.77 0.15 0.013
C -1.95 -6.37 -0.12 -0.018
H -3.03 3.66 0.89 0.000
C 1.79 -0.60 -1.75 0.013
H 1.38 -1.50 2.72 0.001
C -0.39 3.41 2.15 0.003
O -2.85 -3.74 -0.52 0.023
H 0.60 1.77 -1.73 0.014
C 3.62 -3.97 2.11 0.012
C -1.66 -3.83 -0.26 0.018
C 0.54 2.32 -0.78 0.039
P 1.27 -0.68 -0.03 0.146
H 5.24 4.22 2.00 -0.002
H 1.36 0.96 1.72 0.014
C -1.09 2.96 4.41 0.002
C -1.44 -7.65 0.04 0.046
H 0.66 -1.73 -4.75 0.000
H 0.03 -1.69 -2.35 0.006
H -1.79 1.71 -2.74 0.001
H -3.59 2.87 -3.97 0.000
C -1.68 1.77 4.00 0.002
H 4.47 -4.43 0.20 0.000
O -3.35 -0.64 0.50 0.080
C 4.67 5.06 0.09 0.210
H 3.53 2.49 1.97 0.004
H -5.44 0.69 1.41 0.000
N 1.76 2.12 0.00 0.312
C -3.47 3.05 -2.91 -0.001
H 0.44 -8.75 0.35 0.018
H -1.13 3.25 5.45 0.000
C -3.16 3.49 -0.17 0.011
C -2.45 2.40 -2.22 0.011
H -5.13 4.40 -2.77 0.001
C 4.58 4.14 1.15 0.011
C 2.26 -1.94 0.80 0.031
C 0.24 -5.44 0.16 0.082
C 2.07 -2.13 2.17 0.013
C 2.75 -3.14 2.82 -0.001
H 5.43 5.84 0.12 0.009
C 3.12 -2.77 0.08 0.015
Pt -1.19 -0.68 0.02 1.358
H 4.25 0.42 -3.84 0.000
C 3.80 -3.79 0.75 0.000
H 2.61 -3.29 3.89 0.000
H 2.77 -0.68 -5.48 0.000
C 2.49 -0.65 -4.44 0.001
C -0.06 -7.79 0.25 0.081
C 3.62 3.16 1.12 0.114
C 3.79 4.98 -0.99 0.011
C -1.62 1.39 2.67 0.014
Br -2.51 -9.18 -0.04 0.028
C -0.99 2.22 1.74 0.014
H -4.31 -2.63 -0.58 0.001
C 0.95 -1.22 -2.69 0.012
C -2.29 2.64 -0.85 0.022
H 0.40 3.37 -1.00 0.004
H 3.65 0.45 -1.45 0.000
H 0.00 4.70 3.81 0.000
H 2.97 0.73 1.01 0.004
C -4.17 4.13 -0.87 0.000
C -0.45 3.78 3.49 0.003
H -2.11 0.48 2.34 0.006
H 0.09 4.07 1.43 0.000
C -4.33 3.91 -2.23 0.010
C 2.72 3.08 0.03 0.094
P -1.03 1.70 0.02 0.115

---

23
Properties=species:S:1:pos:R:3:nbo_charge:R:1 method="wB97M-V/def2-TZVPD" e_above_lowest_kcal_mol=35.6 spin_multiplicity=1 homo_energy_ev=-9.621 smiles="O=C[C@](F)(c1ccccc1)c1ccno1"
H -2.29 -2.25 0.61 0.222
N 3.20 -1.74 0.81 -0.120
F 0.94 1.68 -1.19 -0.324
H 1.21 1.38 1.97 0.113
C 2.21 -0.91 -1.07 -0.358
O 2.39 -0.66 1.14 -0.292
H -3.73 1.39 -0.99 0.229
C -2.85 1.01 -0.46 -0.218
C 3.06 -1.91 -0.49 -0.032
C -2.19 -1.20 0.33 -0.217
C 0.91 1.99 1.21 0.440
O 0.59 3.12 1.27 -0.472
C -3.10 -0.32 -0.14 -0.186
C -0.88 -0.80 0.43 -0.192
H -1.04 2.35 -0.57 0.242
C 1.83 -0.19 0.03 0.314
H -4.14 -0.66 -0.31 0.210
C -0.58 0.49 0.05 -0.087
C 0.80 1.03 -0.01 0.213
C -1.57 1.46 -0.39 -0.173
H 1.82 -0.93 -2.01 0.240
H 3.60 -2.73 -0.86 0.223
H -0.20 -1.61 0.63 0.225

---

68
Properties=species:S:1:pos:R:3:nbo_charge:R:1 method="wB97M-V/def2-TZVPD" total_charge=+1 e_above_lowest_kcal_mol=12.9 spin_multiplicity=5 homo_energy_ev="-9.732 / -9.729"
C 7.97 13.11 18.53 0.151
C 13.70 6.55 16.36 0.159
H 11.08 6.51 11.29 0.298
C 9.62 6.23 17.73 0.028
N 12.02 7.45 13.44 -1.015
S 12.33 8.72 12.39 2.305
O 11.11 9.41 12.12 -0.869
H 5.68 14.30 15.65 0.233
H 14.31 9.25 10.50 0.290
O 7.66 9.92 15.74 -0.623
C 8.27 12.77 17.17 -0.173
N 8.62 12.35 19.52 -0.165
H 11.72 5.28 9.05 0.241
N 12.75 6.72 15.42 -0.577
C 13.05 6.77 14.12 0.569
H 6.00 12.34 20.61 0.230
C 6.12 14.43 17.81 -0.185
N 14.20 5.24 8.07 -0.611
C 12.46 5.89 9.62 -0.180
C 7.95 7.35 19.02 -0.022
C 8.45 9.01 15.67 0.748
H 15.53 5.41 16.58 0.257
H 8.39 9.25 22.40 0.300
H 15.05 5.42 7.51 0.428
H 6.43 10.87 19.64 0.264
N 8.02 11.74 20.60 -0.033
C 7.77 8.31 18.04 -0.220
Pd 10.86 7.41 15.30 1.233
C 13.85 8.24 10.22 -0.162
C 7.36 7.44 20.38 0.695
H 13.53 4.61 7.67 0.418
H 6.73 14.19 19.85 0.221
H 6.45 10.71 21.48 0.286
C 6.28 13.99 16.48 -0.168
H 9.21 12.28 16.89 0.253
C 10.21 11.28 20.76 -0.280
C 8.86 6.24 18.86 -0.219
H 7.78 10.86 23.14 0.239
C 15.14 6.16 14.59 0.105
C 13.70 6.16 8.92 0.248
O 10.85 12.23 18.63 -0.440
H 7.00 9.09 17.95 0.271
O 13.55 9.41 12.78 -0.923
C 8.60 10.30 22.58 -0.673
H 15.22 7.72 8.69 0.240
H 5.30 15.07 18.10 0.230
C 12.74 7.85 10.89 -0.192
H 11.24 10.96 21.12 0.270
C 10.01 12.02 19.52 0.579
C 11.98 6.79 10.57 -0.186
C 6.60 11.37 20.59 -0.430
N 14.21 6.43 13.60 -0.467
N 9.57 7.20 16.84 -0.525
C 14.35 7.40 9.21 -0.185
H 13.52 6.88 17.41 0.235
O 7.71 6.59 21.23 -0.718
O 6.54 8.34 20.51 -0.762
O 9.29 8.66 14.78 -0.750
C 7.39 13.21 16.16 -0.186
H 7.74 12.93 15.20 0.242
H 10.30 5.47 17.46 0.190
C 8.99 11.08 21.32 0.223
H 16.05 5.91 14.12 0.210
C 6.90 13.94 18.81 -0.251
H 8.99 5.42 19.65 0.285
C 8.60 8.14 16.92 0.106
H 9.46 10.46 23.27 0.245
C 14.94 6.04 15.91 -0.337

---

10
Properties=species:S:1:pos:R:3:nbo_charge:R:1 method="wB97M-V/def2-TZVPD" e_above_lowest_kcal_mol=80.5 spin_multiplicity=1 homo_energy_ev="-9.083 / -9.077"
O -0.51 1.65 0.04 -0.724
H -1.60 0.10 0.87 0.145
H -0.68 -1.60 -0.34 0.252
H -1.90 0.59 -0.73 0.190
H 1.69 0.24 1.81 -0.022
H 0.20 -0.56 -1.38 0.242
O 2.70 -0.24 -0.27 -0.959
C -0.18 -0.59 -0.42 -0.714
P 1.41 -0.02 0.37 1.686
C -1.13 0.43 0.05 -0.097